1.
Below is C2H7OSi as an isolated structure in a non-equilibrium geometry, with properties calculated with the ωB97M-V functional and the def2-TZVPD basis.

Gap between HOMO and LUMO (alpha / beta) in eV: 7.060 / 8.311
ΔE to the lowest compared entry with this formula, charge and spin in kcal/mol: 0.00
Calculated total energy in Eh: -444.6550
Net charge: +1
Spin multiplicity: 3
<S²>: 2.0058

Last column: Mulliken spin population.
Element x y z (Å)
1 C 2.19546 -0.21992 0.19086  0.818
2 C -1.61447 -0.51364 0.14560  0.003
3 O 1.50722 0.25043 -0.69106  0.813
4 Si -0.65028 1.02051 -0.39001  0.031
5 H 3.15322 -0.74038 -0.04126  0.148
6 H 1.61246 -0.51821 1.16955  0.181
7 H -2.69053 -0.62298 -0.08107  0.000
8 H -0.96343 -1.31933 -0.35744  0.000
9 H -1.51368 -0.74425 1.20038  0.000
10 H -0.77622 1.41335 -1.80385  0.001
11 H -0.25975 1.99443 0.65830  0.006

=====

2.
Below is C4H7NO as an isolated structure in a non-equilibrium geometry, with properties calculated with the ωB97M-V functional and the def2-TZVPD basis.

Gap between HOMO and LUMO in eV: 10.516
ΔE to the lowest compared entry with this formula, charge and spin in kcal/mol: 44.63
Calculated total energy in Eh: -286.5605

Last column: Löwdin charge in e.
Element x y z (Å)
1 C 2.28548 0.22880 0.29016  -0.126
2 N 1.19148 -0.58559 -0.17948  0.047
3 C 0.00784 -0.21510 -0.02849  -0.433
4 C -1.26789 -0.84273 -0.46793  -0.060
5 C -1.88687 0.47246 0.02863  -0.124
6 O -0.56990 0.94794 0.44102  -0.002
7 H 1.97199 1.18252 0.72957  0.073
8 H 2.96869 0.42780 -0.54217  0.074
9 H 2.83606 -0.34669 1.04221  0.075
10 H -1.56493 -1.75813 0.04843  0.116
11 H -1.09997 -1.03666 -1.54542  0.128
12 H -2.32319 1.14576 -0.71284  0.116
13 H -2.54879 0.37961 0.89633  0.117

=====

3.
Below is a single C31H28BrNO2 molecule in a non-equilibrium geometry, with properties calculated with the ωB97M-V functional and the def2-TZVPD basis.

Gap between HOMO and LUMO in eV: 8.137
Structure (SMILES): CCOC(=O)[C@H](c1ccc(Br)cc1)C1(c2ccc(N(C)C)cc2)c2ccccc2-c2ccccc21
Calculated total energy in Eh: -3977.3521

Last column: Löwdin charge in e.
Element x y z (Å)
1 C 1.92757 -4.93118 1.37575  -0.069
2 C 1.23292 -3.84305 2.13401  -0.206
3 O 1.42999 -2.63501 1.33592  0.001
4 C 0.80376 -1.59179 1.90409  -0.418
5 O 0.19854 -1.74939 2.95765  0.085
6 C 0.91101 -0.28379 1.10888  -0.075
7 C 1.04520 0.86600 2.11909  -0.155
8 C 0.24089 0.87981 3.26127  -0.026
9 C 0.20898 1.97092 4.12952  -0.103
10 C 0.94691 3.11372 3.80202  -0.689
11 Br 0.74284 4.67186 4.86886  0.712
12 C 1.81851 3.09430 2.70791  -0.112
13 C 1.93715 1.93404 1.92467  -0.038
14 C -0.26661 -0.21063 0.14623  -0.209
15 C 0.11345 0.37334 -1.20906  -0.150
16 C 1.05187 1.40115 -1.27035  -0.037
17 C 1.41889 1.98307 -2.46989  -0.004
18 C 0.77901 1.57481 -3.66763  -0.231
19 N 1.08248 2.16388 -4.86480  -0.212
20 C 2.35705 2.78934 -5.15290  -0.059
21 C 0.19485 2.01051 -5.99772  -0.077
22 C -0.21989 0.57165 -3.59622  -0.015
23 C -0.54153 -0.01760 -2.38258  -0.015
24 C -0.95284 -1.60183 0.07495  -0.125
25 C -0.61108 -2.71441 -0.66613  -0.032
26 C -1.35023 -3.88778 -0.47297  -0.077
27 C -2.40553 -3.93273 0.44726  -0.077
28 C -2.81216 -2.77635 1.11827  -0.006
29 C -2.08285 -1.61033 0.91200  -0.106
30 C -2.31318 -0.24262 1.40916  -0.109
31 C -3.27211 0.25162 2.29013  -0.010
32 C -3.29823 1.62319 2.53448  -0.077
33 C -2.46932 2.48849 1.80800  -0.068
34 C -1.53196 1.99147 0.89618  -0.004
35 C -1.37791 0.61584 0.81685  -0.100
36 H 1.83653 -5.86851 1.92752  0.081
37 H 1.48894 -5.06572 0.38235  0.073
38 H 2.99175 -4.71222 1.26730  0.081
39 H 0.15637 -4.02849 2.25381  0.125
40 H 1.68870 -3.66550 3.11621  0.131
41 H 1.84890 -0.36300 0.53986  0.164
42 H -0.38173 0.03035 3.49958  0.109
43 H -0.43326 1.92644 4.99935  0.104
44 H 2.38699 3.99107 2.46202  0.101
45 H 2.71533 1.87605 1.15841  0.115
46 H 1.51576 1.75993 -0.35608  0.080
47 H 2.15930 2.78413 -2.46820  0.100
48 H 2.91493 2.98420 -4.23611  0.068
49 H 2.97274 2.14806 -5.80258  0.092
50 H 2.18092 3.73225 -5.68550  0.087
51 H -0.85144 2.07313 -5.66597  0.090
52 H 0.39338 2.81617 -6.71421  0.085
53 H 0.33488 1.04192 -6.50662  0.092
54 H -0.73675 0.24564 -4.49922  0.098
55 H -1.30743 -0.79175 -2.34925  0.119
56 H 0.21358 -2.67481 -1.38027  0.132
57 H -1.09388 -4.77162 -1.05835  0.104
58 H -2.92279 -4.87644 0.63445  0.104
59 H -3.65780 -2.74358 1.80791  0.114
60 H -3.93766 -0.44562 2.79330  0.111
61 H -3.96434 2.03460 3.29439  0.104
62 H -2.53349 3.56614 1.96063  0.107
63 H -0.91484 2.65667 0.29237  0.123

=====

4.
Below is H2N2O2S as an isolated structure in a non-equilibrium geometry, with properties calculated with the ωB97M-V functional and the def2-TZVPD basis.

Gap between HOMO and LUMO (alpha / beta) in eV: 6.722 / 7.869
ΔE to the lowest compared entry with this formula, charge and spin in kcal/mol: 85.16
Calculated total energy in Eh: -659.1100
Spin multiplicity: 3
<S²>: 2.0086

Last column: Mulliken spin population.
Element x y z (Å)
1 N -1.52168 -0.00010 0.19906  0.392
2 N -0.30917 0.39649 0.16968  0.364
3 O -3.83211 -0.73364 0.02030  0.374
4 O 0.54333 -0.68671 -0.03221  0.069
5 S -2.95703 0.38849 -0.04879  0.614
6 H 0.15001 1.40674 -0.56965  0.184
7 H 0.61691 -1.29583 0.75464  0.004